A:
ORCA calculation (ωB97M-V/def2-TZVPD) on a cluster of 2 separate species, C2H7O2 in total.

Bonds (Å) are listed after each position.
Positions of all 11 atoms, in Å:
1 C 0.686 -0.094 0.825  O4 1.445, H5 1.203, H6 1.114, H7 1.094
2 C 2.294 1.312 -0.320  O4 1.230, H9 1.164, H10 1.077
3 O -2.305 -0.774 -0.359  H8 0.977, H11 0.908
4 O 1.163 0.861 -0.148  C1 1.445, C2 1.230
5 H -0.159 -0.778 0.311  C1 1.203
6 H 1.354 -0.749 1.431  C1 1.114
7 H -0.028 0.462 1.438  C1 1.094
8 H -2.917 -1.459 -0.692  O3 0.977
9 H 2.320 2.251 -1.007  C2 1.164
10 H 3.245 0.993 0.071  C2 1.077
11 H -2.631 -0.012 -0.731  O3 0.908

* LUMO energy: -0.2325 Ha
* total charge: +1
* E_HOMO: -15.2122 eV

***

B:
ORCA calculation (ωB97M-V/def2-TZVPD) on a cluster of 2 separate species, C2H7O2 in total.

Bonds (Å) are listed after each position.
Positions of all 11 atoms, in Å:
1 O -0.554 0.449 -2.141  H2 0.970, H4 0.961
2 H -1.035 1.198 -2.528  O1 0.970
3 H -0.550 0.498 2.089  C5 1.100
4 H -1.220 -0.234 -2.257  O1 0.961
5 C -0.189 -0.384 1.540  H3 1.100, C6 1.502, H8 1.087, H9 1.085
6 C 1.036 -0.065 0.731  C5 1.502, O7 1.231, H10 1.104
7 O 1.115 -0.275 -0.479  C6 1.231, H11 1.033
8 H -0.985 -0.570 0.823  C5 1.087
9 H 0.084 -1.084 2.323  C5 1.085
10 H 1.805 0.584 1.187  C6 1.104
11 H 0.492 -0.117 -1.289  O7 1.033

* LUMO energy: -0.2047 Ha
* total charge: +1
* E_HOMO: -17.2221 eV

***

B comes first in stability; the runner-up is 1.382 eV higher.

***

A:
ORCA calculation (ωB97M-V/def2-TZVPD) on a cluster of 2 separate species, C2H3BrO in total.

Bonds (Å) are listed after each position.
Positions of all 7 atoms, in Å:
1 C -1.382 0.586 0.008  C2 1.232, H5 1.006
2 C -1.044 -0.593 -0.113  C1 1.232, H7 1.051
3 O 1.897 -1.264 0.027  Br4 1.693
4 Br 2.184 0.402 -0.073  O3 1.693, H6 1.428
5 H -1.503 1.545 0.287  C1 1.006
6 H 0.876 0.967 0.016  Br4 1.428
7 H -1.028 -1.643 -0.153  C2 1.051

* LUMO energy: 0.0098 Ha
* E_HOMO: -9.2143 eV

***

B:
ORCA calculation (ωB97M-V/def2-TZVPD) on the molecule C2H3BrO.

Bonds (Å) are listed after each position.
Positions of all 7 atoms, in Å:
1 C -0.458 -0.669 -0.078  O3 1.359, H5 0.990, H6 1.090
2 C 1.759 0.662 0.030  O3 1.341, Br4 1.915, H7 1.125
3 O 0.853 -0.314 -0.128  C1 1.359, C2 1.341
4 Br 3.553 -0.003 -0.046  C2 1.915
5 H -0.427 -1.659 -0.085  C1 0.990
6 H -1.166 0.103 -0.380  C1 1.090
7 H 1.641 1.768 0.197  C2 1.125

* LUMO energy (alpha / beta): 0.0194 / 0.0150 Ha
* E_HOMO (alpha / beta): -8.0657 / -7.6994 eV

***

B comes first in stability; the runner-up is 1.801 eV higher.

***

A:
ORCA calculation (ωB97M-V/def2-TZVPD) on the molecule C4H5N.

Bonds (Å) are listed after each position.
Positions of all 10 atoms, in Å:
1 N -0.296 -1.475 -0.730  C2 1.176, C3 1.404
2 C -0.772 -2.163 -1.555  N1 1.176
3 C -0.117 -0.556 0.317  N1 1.404, C4 1.500, C5 1.500, H6 1.085
4 C -0.513 0.862 0.028  C3 1.500, C5 1.502, H7 1.085, H8 1.086
5 C 0.932 0.515 0.246  C3 1.500, C4 1.502, H9 1.086, H10 1.085
6 H -0.356 -0.984 1.285  C3 1.085
7 H -1.066 1.397 0.792  C4 1.085
8 H -0.820 1.063 -0.995  C4 1.086
9 H 1.394 0.801 1.187  C5 1.086
10 H 1.598 0.520 -0.611  C5 1.085

* LUMO energy: 0.0377 Ha
* E_HOMO: -10.6555 eV

***

B:
ORCA calculation (ωB97M-V/def2-TZVPD) on the molecule C4H5N.

Bonds (Å) are listed after each position.
Positions of all 10 atoms, in Å:
1 C -2.269 -0.079 0.096  C2 1.532, H6 1.031, H7 1.152, H8 1.150
2 C -0.868 0.501 -0.116  C1 1.532, C3 1.334, H9 1.082
3 C 0.135 -0.376 -0.052  C2 1.334, C4 1.380, H10 1.163
4 C 1.478 -0.061 -0.029  C3 1.380, N5 1.141
5 N 2.602 0.104 0.078  C4 1.141
6 H -2.406 -0.431 1.056  C1 1.031
7 H -2.538 -0.949 -0.610  C1 1.152
8 H -3.124 0.646 -0.163  C1 1.150
9 H -0.795 1.578 -0.046  C2 1.082
10 H -0.204 -1.482 -0.177  C3 1.163

* SMILES string: C/C=C/C#N
* LUMO energy: 0.0150 Ha
* E_HOMO: -10.1555 eV

***

B comes first in stability; the runner-up is 0.646 eV higher.

***

A:
ORCA calculation (ωB97M-V/def2-TZVPD) on the molecule C4H5N.

Bonds (Å) are listed after each position.
Positions of all 10 atoms, in Å:
1 C 0.419 -0.991 0.302  C2 1.407, C5 1.365, H6 1.072
2 C -0.945 -0.645 0.255  C1 1.407, C3 1.364, H7 1.087
3 C -1.146 0.651 -0.121  C2 1.364, N4 1.620, H8 1.123
4 N 0.371 1.161 -0.375  C3 1.620, C5 1.359, H9 1.045
5 C 1.157 0.112 -0.016  C1 1.365, N4 1.359, H10 1.093
6 H 0.818 -1.961 0.525  C1 1.072
7 H -1.776 -1.308 0.482  C2 1.087
8 H -2.101 0.790 -0.694  C3 1.123
9 H 0.958 2.024 -0.433  N4 1.045
10 H 2.244 0.166 0.076  C5 1.093

* SMILES string: c1cc[nH]c1
* LUMO energy: 0.0414 Ha
* E_HOMO: -8.2520 eV

***

B:
ORCA calculation (ωB97M-V/def2-TZVPD) on a cluster of 2 separate species, C4H5N in total.

Bonds (Å) are listed after each position.
Positions of all 10 atoms, in Å:
1 C 0.289 1.760 0.944  C2 1.268, H4 1.149, H5 1.062
2 C 0.608 0.702 0.323  C1 1.268, C3 1.311
3 C 0.368 -0.220 -0.578  C2 1.311, H6 1.074, H7 1.114
4 H 0.368 2.840 0.563  C1 1.149
5 H -0.409 1.679 1.741  C1 1.062
6 H 1.055 -0.935 -0.993  C3 1.074
7 H -0.547 0.187 -1.065  C3 1.114
8 C -0.426 -2.382 -0.254  N9 1.123, H10 1.090
9 N -0.031 -2.511 0.789  C8 1.123
10 H -0.754 -2.533 -1.283  C8 1.090

* SMILES string: C=C=C.C#N
* LUMO energy: 0.0260 Ha
* E_HOMO: -9.3370 eV

***

A comes first in stability; the runner-up is 2.542 eV higher.